(1)
The following is a quantum chemistry calculation of an isolated molecule of C6H10FN, from OMol25.

Output
HOMO: -9.233 eV
SMILES: C[C@H]1NCC/C1=C\F
relative energy (zero: lowest compared OMol25 entry of this formula, charge and spin): 3.8519 eV
electronic energy: -389.07308 Eh
LUMO energy: 1.0 eV

Each line ends with the Löwdin charge.
Atoms and positions in Å:
F (-1.68, 1.06, -2.35)  -0.153
N (0.26, -1.06, 1.15)  -0.004
C (-0.29, 1.31, -1.75)  0.030
C (-0.98, -0.71, -0.84)  -0.256
C (-0.37, -1.75, -0.15)  -0.211
C (0.94, 0.00, 0.57)  -0.461
C (0.03, 0.40, -0.68)  -0.096
C (1.15, 1.13, 1.46)  -0.088
H (0.32, -2.40, -0.79)  0.150
H (1.94, -0.13, 0.29)  0.124
H (1.92, 0.84, 2.28)  0.119
H (0.09, 2.39, -1.83)  0.115
H (-1.05, -2.36, 0.33)  0.077
H (0.20, 1.46, 1.93)  0.091
H (1.39, 2.03, 0.94)  0.068
H (-1.13, -0.88, -1.93)  0.130
H (-1.99, -0.44, -0.36)  0.160
H (-0.75, -0.90, 1.74)  0.207

=====

(2)
The following is a quantum chemistry calculation of a cluster of 18 separate species, C84H216N12O36 in total, from OMol25.

Output
HOMO: -8.000 eV
relative energy (zero: lowest compared OMol25 entry of this formula, charge and spin): 0.0000 eV
electronic energy: -6695.08417 Eh
LUMO energy: 0.5 eV

Each line ends with the Löwdin charge.
Atoms and positions in Å:
O (-6.20, -1.56, -1.67)  -0.206
O (1.13, 5.88, -2.36)  -0.199
O (9.53, 1.56, 4.50)  -0.178
O (-4.93, 2.96, -0.30)  -0.213
O (9.65, -3.93, 4.36)  -0.211
O (-7.34, -4.60, -5.45)  -0.091
O (-5.46, 4.11, 4.95)  -0.190
O (-6.57, -6.83, -0.60)  -0.210
O (-2.06, 4.17, 3.00)  -0.190
O (8.53, 7.85, 6.00)  -0.197
O (-1.49, 0.20, 0.93)  -0.073
O (7.00, 6.78, -1.27)  -0.199
O (-4.55, -10.57, -1.87)  -0.188
O (-0.64, 0.10, -3.82)  -0.088
O (6.47, 2.19, 0.50)  -0.194
O (-2.17, -3.80, -1.65)  -0.176
O (-3.41, -6.74, -3.79)  -0.145
O (1.05, 10.79, -4.99)  -0.197
O (3.34, 3.42, -2.12)  -0.246
O (-1.85, -2.45, 5.05)  -0.038
O (2.65, 0.82, 4.76)  -0.217
O (-3.77, -1.93, 3.24)  -0.227
O (-0.04, 0.24, 3.48)  -0.090
O (-8.97, -10.24, -2.92)  -0.232
O (-7.12, 2.24, -4.37)  -0.211
O (3.08, -4.17, 4.15)  -0.185
O (1.40, 0.93, 0.72)  -0.210
O (-0.92, -7.23, 0.32)  -0.193
O (1.95, -0.84, -2.89)  -0.099
O (-2.94, -6.45, -6.94)  -0.033
O (5.51, -1.18, 1.39)  -0.205
O (-5.94, -5.67, -3.15)  -0.132
O (3.33, 4.54, 2.81)  -0.210
O (-2.90, 0.82, -7.84)  -0.073
O (-0.56, 1.54, -1.58)  -0.083
O (-3.16, 0.38, -4.91)  -0.096
N (8.37, 3.23, 2.26)  -0.052
N (0.39, -1.49, -0.51)  -0.059
N (6.65, 5.26, 4.15)  -0.040
N (-8.24, -9.35, -0.40)  -0.062
N (-7.27, -0.54, -3.98)  -0.011
N (-3.14, 5.03, 0.58)  -0.029
N (4.03, 6.33, -2.18)  -0.053
N (6.79, -4.57, 4.24)  -0.040
N (1.95, 8.23, -3.25)  -0.076
N (5.16, -0.40, 4.20)  -0.025
N (-2.58, -8.64, -2.10)  -0.079
N (-5.66, 1.16, 4.03)  -0.053
C (-6.73, -2.46, -2.61)  -0.222
C (-6.29, -1.88, -0.35)  -0.138
C (-0.87, -1.85, 4.26)  -0.284
C (2.04, 2.18, 1.00)  -0.049
C (-10.03, -10.25, -1.97)  -0.213
C (-1.05, 3.37, 3.45)  -0.125
C (-3.38, -2.90, 2.27)  -0.050
C (-3.45, -0.63, -5.93)  -0.210
C (-5.71, 2.02, -1.06)  -0.065
C (6.56, -1.04, 2.34)  -0.212
C (9.11, -5.22, 4.07)  -0.195
C (4.52, 4.36, 3.57)  -0.239
C (9.49, 2.95, 4.42)  -0.264
C (7.75, -5.22, 3.33)  -0.208
C (-5.28, 3.61, 3.56)  -0.152
C (-1.59, 5.36, 2.40)  -0.222
C (5.40, 1.88, -0.42)  -0.053
C (-5.72, -5.79, -0.17)  -0.109
C (0.60, 7.89, -3.52)  -0.205
C (4.93, 0.56, 5.33)  -0.182
C (-9.43, -10.40, -4.30)  -0.068
C (1.38, -1.28, -4.10)  -0.217
C (8.56, 3.29, 0.83)  -0.203
C (-3.35, -8.86, -0.89)  -0.202
C (-8.67, -7.97, -0.21)  -0.179
C (-2.71, 5.93, 1.65)  -0.233
C (6.04, 7.72, -1.77)  -0.244
C (2.49, 5.58, 3.41)  -0.062
C (-7.23, 0.06, -5.34)  -0.185
C (9.33, 1.05, 5.79)  -0.119
C (-0.82, -0.38, 4.48)  -0.216
C (-3.36, -3.55, -2.37)  -0.089
C (-5.00, 4.26, -0.86)  -0.213
C (-4.47, 5.36, 0.11)  -0.190
C (-4.72, 2.16, 3.56)  -0.198
C (2.10, 2.11, 5.05)  -0.069
C (-5.81, -11.14, -2.26)  -0.077
C (-6.93, -6.35, -3.91)  -0.240
C (-7.84, 1.46, -5.28)  -0.227
C (4.41, -4.16, 4.64)  -0.205
C (9.33, 7.99, 7.16)  -0.123
C (-1.50, -2.57, -1.49)  -0.232
C (7.24, 3.29, 0.08)  -0.237
C (4.68, 7.32, -1.29)  -0.175
C (2.55, 2.36, -2.61)  -0.124
C (4.86, 5.23, -2.57)  -0.197
C (-5.11, -0.18, 4.17)  -0.158
C (9.62, 3.38, 3.01)  -0.211
C (1.25, 10.76, -6.39)  -0.122
C (2.78, -3.13, 3.26)  -0.126
C (0.13, 6.92, -2.40)  -0.195
C (-7.52, -7.14, 0.41)  -0.204
C (-2.94, -5.59, -5.84)  -0.271
C (-1.96, 1.43, 0.52)  -0.231
C (3.52, 0.38, 5.74)  -0.267
C (-6.54, -1.80, -3.92)  -0.209
C (1.42, -1.49, 0.52)  -0.182
C (-0.33, -2.80, -0.59)  -0.179
C (8.21, 6.50, 5.67)  -0.217
C (0.53, 4.90, -1.51)  -0.090
C (-0.95, -7.00, -1.11)  -0.174
C (-5.82, 2.54, -4.78)  -0.124
C (4.04, 4.07, -3.20)  -0.169
C (-1.83, 1.56, -1.02)  -0.200
C (-0.84, -6.02, 1.05)  -0.113
C (-2.66, -0.42, -7.24)  -0.264
C (-7.96, -5.37, -4.36)  -0.193
C (2.61, 9.12, -4.15)  -0.217
C (10.26, -3.16, 3.38)  -0.127
C (5.43, 5.54, 3.39)  -0.234
C (5.77, -2.03, 0.31)  -0.104
C (7.45, 6.49, 4.30)  -0.183
C (-4.71, -9.36, -1.15)  -0.228
C (-2.38, -6.13, -4.55)  -0.242
C (-6.22, 5.29, 4.98)  -0.150
C (2.23, -0.21, 0.61)  -0.207
C (-9.28, -10.30, -0.61)  -0.230
C (2.20, 10.55, -4.20)  -0.212
C (5.46, -4.42, 3.57)  -0.193
C (-1.17, -8.35, -1.88)  -0.166
C (8.19, 6.95, -2.02)  -0.117
C (0.44, -0.14, -4.63)  -0.228
C (6.30, 0.00, 3.38)  -0.205
C (-4.51, -0.84, 2.83)  -0.187
H (8.29, 1.08, 6.13)  0.073
H (-2.71, -2.39, 1.55)  0.082
H (0.02, -2.31, 4.60)  0.111
H (-3.51, 6.13, 2.37)  0.116
H (0.87, 0.37, 3.82)  0.069
H (-3.11, -3.06, -3.31)  0.091
H (-2.63, -9.50, -2.64)  0.132
H (-2.31, 2.53, -1.29)  0.123
H (-5.81, -0.89, 4.57)  0.109
H (9.53, -2.75, 2.65)  0.085
H (1.80, -3.39, 2.81)  0.085
H (-8.27, -4.65, -3.58)  0.114
H (-3.31, -5.97, -7.66)  0.073
H (6.00, 7.73, -2.86)  0.118
H (2.49, 7.43, -2.98)  0.052
H (7.20, 4.57, 3.57)  0.085
H (-5.28, -8.64, -1.79)  0.127
H (2.84, -0.29, 1.54)  0.126
H (7.84, 2.41, 2.52)  0.092
H (-4.52, -0.53, -6.11)  0.084
H (10.42, 2.82, 2.57)  0.114
H (-1.42, 2.59, 4.11)  0.090
H (-4.35, -0.12, 4.95)  0.110
H (-1.65, -6.90, -4.82)  0.118
H (5.05, 3.48, 3.10)  0.134
H (4.37, 4.11, 4.62)  0.100
H (-5.48, -2.63, -0.17)  0.074
H (-5.08, -6.14, -3.33)  0.056
H (4.94, -2.08, -0.37)  0.080
H (9.10, 4.22, 0.62)  0.123
H (3.01, 11.15, -4.57)  0.108
H (2.25, 5.49, 4.49)  0.099
H (-0.95, -2.02, 3.19)  0.104
H (7.50, -0.73, 1.80)  0.140
H (-0.37, 4.02, 4.04)  0.096
H (-7.90, -0.52, -6.03)  0.138
H (2.59, 2.09, 1.94)  0.080
H (-0.38, 4.47, -1.87)  0.085
H (6.61, -1.62, -0.26)  0.094
H (-3.45, -7.94, -0.36)  0.110
H (-0.36, -0.23, 5.51)  0.153
H (-8.95, -7.46, -1.15)  0.121
H (3.18, 6.02, -1.75)  0.083
H (-3.22, -1.65, -5.58)  0.108
H (6.78, 4.30, 0.26)  0.128
H (1.75, 2.50, 4.08)  0.077
H (0.38, -3.57, -0.91)  0.128
H (8.20, 6.78, 3.56)  0.115
H (-1.67, -5.33, 0.72)  0.083
H (-4.09, -2.94, -1.84)  0.069
H (3.35, -0.69, 5.93)  0.130
H (2.91, -0.11, -0.22)  0.102
H (11.05, -3.74, 2.87)  0.090
H (-7.67, -9.37, -1.24)  0.069
H (0.03, 7.40, -1.40)  0.132
H (-5.40, 1.95, -2.14)  0.084
H (8.90, 7.46, 8.04)  0.091
H (-0.46, 2.99, 2.62)  0.055
H (3.96, 8.14, -1.14)  0.117
H (4.89, 6.91, -0.26)  0.128
H (6.81, 7.38, 4.41)  0.113
H (5.96, -3.05, 0.64)  0.075
H (-3.99, 0.01, 2.34)  0.104
H (-0.67, -3.10, 0.40)  0.100
H (0.00, -0.51, -5.57)  0.100
H (3.65, 9.11, -3.85)  0.114
H (0.88, -1.60, 1.49)  0.106
H (-5.74, 2.91, -5.84)  0.109
H (-6.26, 5.64, 6.01)  0.081
H (-5.44, 3.31, -4.15)  0.065
H (4.41, -4.94, 5.39)  0.123
H (0.46, 11.29, -6.91)  0.077
H (0.09, -5.45, 0.84)  0.086
H (-2.95, -1.15, -8.03)  0.126
H (1.91, 10.86, -3.20)  0.128
H (-0.01, 8.80, -3.59)  0.121
H (7.61, 6.09, 6.45)  0.104
H (1.22, 9.72, -6.80)  0.087
H (-5.07, -5.55, -1.00)  0.060
H (8.99, 6.46, -1.54)  0.063
H (2.15, -2.31, 0.33)  0.139
H (7.16, -0.02, 4.04)  0.110
H (-8.87, 1.53, -4.88)  0.137
H (9.35, 9.03, 7.45)  0.074
H (6.32, 8.69, -1.37)  0.128
H (-9.87, -11.43, -4.41)  0.099
H (6.76, -1.97, 2.89)  0.104
H (-8.66, -10.27, -5.01)  0.063
H (1.07, 0.76, -4.80)  0.125
H (-1.30, 6.12, 3.11)  0.129
H (0.49, 7.33, -4.50)  0.132
H (-10.23, -9.67, -4.48)  0.087
H (-1.39, 2.28, 0.95)  0.115
H (-4.59, 4.21, 2.95)  0.084
H (6.13, 1.01, 2.97)  0.111
H (1.75, 2.75, -3.25)  0.099
H (-1.53, -0.52, -7.05)  0.115
H (2.19, 11.22, -6.74)  0.089
H (5.78, 1.39, -1.30)  0.091
H (-2.78, -9.55, -0.27)  0.136
H (2.18, -1.45, -4.80)  0.111
H (-3.00, 1.59, 0.81)  0.092
H (2.11, 1.72, -1.86)  0.061
H (9.08, 5.83, 5.54)  0.107
H (1.21, 4.07, -1.46)  0.051
H (-6.39, -6.70, -4.81)  0.129
H (-1.13, -2.10, -2.42)  0.122
H (5.45, 4.76, -1.77)  0.102
H (3.52, -3.01, 2.47)  0.068
H (9.97, 1.54, 6.53)  0.089
H (-6.05, -0.95, 0.17)  0.066
H (-6.32, 3.71, 3.21)  0.120
H (-2.10, -1.81, -0.99)  0.120
H (5.07, 1.61, 5.09)  0.111
H (-8.87, -5.84, -4.74)  0.122
H (0.05, -6.68, -1.45)  0.123
H (-0.85, 0.37, 1.66)  0.072
H (10.29, 3.49, 4.98)  0.132
H (-6.23, 0.19, -5.69)  0.067
H (-4.38, 4.29, -1.73)  0.106
H (2.68, -2.11, 3.69)  0.082
H (0.49, 5.30, -0.52)  0.076
H (-5.16, -6.04, 0.75)  0.096
H (-6.15, -3.35, -2.66)  0.083
H (7.46, 3.19, -1.00)  0.123
H (3.29, 0.88, 6.71)  0.139
H (-2.84, -3.70, 2.79)  0.102
H (-1.83, -0.01, 4.42)  0.104
H (7.56, -6.29, 3.15)  0.123
H (-5.21, -9.48, -0.13)  0.147
H (-6.04, 4.51, -1.07)  0.121
H (5.63, 0.25, 6.09)  0.117
H (1.59, 5.59, 2.79)  0.071
H (9.00, -5.63, 5.07)  0.123
H (-2.31, 0.13, -4.51)  0.032
H (-7.76, -2.62, -2.27)  0.140
H (-5.47, -1.60, -4.09)  0.125
H (5.11, 6.47, 3.76)  0.086
H (-7.30, -7.22, -3.32)  0.117
H (-5.21, 5.47, 0.95)  0.122
H (-2.45, 6.87, 1.21)  0.120
H (-4.50, 6.31, -0.40)  0.109
H (-1.66, -6.21, -1.34)  0.099
H (1.28, 2.05, 5.73)  0.085
H (2.55, 8.62, -5.12)  0.118
H (-7.25, 5.17, 4.68)  0.075
H (-10.69, -9.35, -2.02)  0.125
H (10.73, -2.34, 3.88)  0.076
H (0.80, -2.18, -3.92)  0.107
H (-8.86, -11.32, -0.49)  0.120
H (-10.71, -11.10, -2.12)  0.117
H (5.50, -3.67, 2.81)  0.063
H (-7.25, -2.23, 0.00)  0.099
H (-0.63, -9.15, -1.34)  0.127
H (-3.79, 2.19, 4.14)  0.121
H (2.72, 2.56, 0.24)  0.071
H (-0.79, 5.09, 1.69)  0.119
H (-0.90, -6.18, 2.09)  0.073
H (-7.82, -6.24, 0.88)  0.103
H (-2.69, -2.16, 4.68)  0.042
H (-9.53, -7.96, 0.44)  0.114
H (3.36, 4.45, -3.96)  0.127
H (-6.20, -10.71, -3.20)  0.092
H (10.38, 7.69, 6.97)  0.094
H (-3.03, -7.37, -3.07)  0.061
H (-1.83, -5.36, -3.90)  0.132
H (-6.92, -2.52, -4.62)  0.099
H (5.14, -5.37, 3.13)  0.132
H (-7.03, -7.79, 1.15)  0.125
H (-5.78, 6.16, 4.46)  0.085
H (0.12, 1.16, -0.99)  0.075
H (-2.41, 0.74, -1.47)  0.122
H (4.68, 1.21, 0.06)  0.067
H (-6.76, 0.11, -3.39)  0.087
H (-0.41, 0.60, -3.02)  0.048
H (3.06, 6.50, 3.26)  0.075
H (7.74, -4.77, 2.36)  0.098
H (-3.85, -4.52, -2.61)  0.077
H (-5.40, 1.05, -0.70)  0.069
H (-4.48, 2.01, 2.48)  0.096
H (-0.66, -8.30, -2.86)  0.119
H (4.52, -3.15, 5.09)  0.114
H (9.87, -5.83, 3.57)  0.117
H (2.93, 2.75, 5.43)  0.095
H (8.56, 7.95, -2.20)  0.081
H (8.53, 3.28, 4.86)  0.120
H (1.30, -0.90, -2.16)  0.037
H (-6.49, -4.36, -5.08)  0.036
H (-0.38, -0.86, -0.22)  0.075
H (-6.55, -11.01, -1.44)  0.068
H (5.53, 5.67, 2.32)  0.119
H (4.87, 2.78, -0.76)  0.064
H (3.18, 1.63, -3.14)  0.094
H (4.72, 3.35, -3.67)  0.120
H (9.98, 4.43, 3.03)  0.128
H (7.14, -3.65, 4.43)  0.089
H (5.55, 5.57, -3.38)  0.126
H (-5.13, 1.66, -4.67)  0.075
H (-9.99, -10.21, 0.21)  0.114
H (-7.67, 1.90, -6.28)  0.121
H (-4.02, -5.37, -5.59)  0.124
H (-5.74, -12.23, -2.35)  0.088
H (-6.51, 1.24, 3.51)  0.105
H (4.37, -0.29, 3.56)  0.088
H (-2.45, -4.62, -6.08)  0.120
H (-6.23, -4.82, 0.05)  0.079
H (-5.27, -1.17, 2.19)  0.079
H (9.59, -0.02, 5.86)  0.093
H (-6.77, 2.24, -1.10)  0.095
H (9.16, 2.44, 0.53)  0.117
H (-2.98, 4.09, 0.92)  0.080
H (-3.04, 1.49, -7.14)  0.094
H (8.11, 6.49, -3.04)  0.100
H (-0.83, 6.59, -2.73)  0.108
H (1.23, 2.89, 1.10)  0.078
H (-4.24, -3.33, 1.75)  0.080